This record from the Open Molecules 2025 dataset describes a cluster of 2 separate species, C3H12N3OPS in total. The level of theory is wB97M-V/def2-TZVPD.

For the HOMO energy (spin up / spin down), the calculation gives -7.90 / -7.61 eV. The electronic energy comes out at -1100.49419 Eh. As for the charge: 0. For the energy relative to the best compared isomer or geometry (same formula, charge and spin), the calculation gives 109.4 kJ/mol. As for the HOMO-LUMO gap (spin up / spin down): 8.032 / 6.692 eV.

Last column: Löwdin charge in e.
Atoms and positions in Å:
C: 0.506 -2.595 0.018  -0.176
C: 2.908 1.348 0.718  -0.185
C: -3.358 0.707 -1.116  -0.367
N: 1.198 -1.405 0.454  -0.222
N: 2.023 0.951 -0.346  -0.237
N: -2.222 0.895 1.394  -0.448
O: -0.159 -0.034 -1.319  -0.391
P: 0.564 0.107 -0.040  0.669
S: -3.066 -0.087 0.500  0.740
H: 1.186 -3.446 0.100  0.077
H: -0.401 -2.813 0.594  0.074
H: 0.231 -2.457 -1.029  0.069
H: 2.565 2.233 1.263  0.071
H: 2.996 0.518 1.415  0.061
H: 3.894 1.558 0.300  0.078
H: -4.036 0.066 -1.669  0.029
H: -2.404 0.785 -1.627  0.004
H: -3.803 1.687 -0.956  0.034
H: 1.440 -1.446 1.436  0.073
H: 1.873 1.671 -1.041  0.079
H: -1.935 1.758 0.950  -0.034